Entry 1:
This record from the OMol25 dataset describes 2 unconnected molecules or ions with the total composition C4H8N2O in a non-equilibrium geometry. The level of theory is ωB97M-V/def2-TZVPD.

The value obtained for the energy above the lowest of the compared OMol25 structures with the same formula, charge and spin is 184.87 kJ/mol. As for the LUMO energy: 0.786 eV. As for the spin multiplicity: 1. For the HOMO-LUMO gap, the calculation gives 0.3336 Eh. As for the HOMO energy: -8.29 eV. Its SMILES is Cc1cnc[nH]1.O.

XYZ file:
```
15
Properties=species:S:1:pos:R:3:nbo_charge:R:1
C -2.52 0.41 0.22 -0.665
C -1.26 1.16 0.37 0.062
C -0.01 0.94 1.01 -0.068
N 0.83 1.98 0.81 -0.460
C 0.34 2.63 -0.26 0.157
N -0.93 2.22 -0.51 -0.519
H -2.59 -0.54 0.83 0.239
H -2.68 0.01 -0.81 0.217
H -3.44 0.92 0.59 0.226
H 0.23 0.09 1.56 0.198
H 0.78 3.30 -0.97 0.197
H -1.59 2.51 -1.24 0.415
O 4.43 -5.34 -0.17 -0.918
H 4.70 -5.57 -1.01 0.457
H 3.73 -4.72 -0.43 0.461
```

Entry 2:
This record from the OMol25 dataset describes a single C4H8N2O molecule in a non-equilibrium geometry. The level of theory is ωB97M-V/def2-TZVPD.

The value obtained for the energy above the lowest of the compared OMol25 structures with the same formula, charge and spin is 235.30 kJ/mol. As for the LUMO energy: 0.638 eV. As for the spin multiplicity: 1. For the HOMO-LUMO gap, the calculation gives 0.3554 Eh. As for the HOMO energy: -9.03 eV. Its SMILES is CN[C@H](C#N)CO.

XYZ file:
```
15
Properties=species:S:1:pos:R:3:nbo_charge:R:1
C -1.82 0.07 0.83 -0.416
N -0.59 0.73 0.50 -0.631
C 0.24 0.25 -0.61 -0.207
C -0.47 -0.52 -1.64 0.272
N -1.01 -1.11 -2.48 -0.307
C 1.51 -0.50 -0.12 -0.067
O 2.25 0.35 0.74 -0.711
H -1.69 -0.96 1.20 0.168
H -2.33 0.68 1.57 0.209
H -2.45 0.04 -0.07 0.205
H 0.05 0.91 1.26 0.382
H 0.36 1.27 -0.97 0.259
H 2.13 -0.91 -0.93 0.183
H 1.21 -1.35 0.51 0.194
H 2.60 1.06 0.20 0.469
```

Entry 3:
This record from the OMol25 dataset describes a single C4H8N2O molecule in a non-equilibrium geometry. The level of theory is ωB97M-V/def2-TZVPD.

The value obtained for the energy above the lowest of the compared OMol25 structures with the same formula, charge and spin is 170.80 kJ/mol. As for the LUMO energy: 0.859 eV. As for the spin multiplicity: 1. For the HOMO-LUMO gap, the calculation gives 0.3467 Eh. As for the HOMO energy: -8.57 eV. Its SMILES is C=C(O)/N=C(/C)N.

XYZ file:
```
15
Properties=species:S:1:pos:R:3:nbo_charge:R:1
C -1.94 -0.46 -1.23 -0.597
C -1.63 0.08 -0.05 0.450
O -2.51 0.89 0.59 -0.681
N -0.39 -0.19 0.81 -0.565
C 0.71 -0.01 0.24 0.486
C 1.96 -0.29 1.23 -0.652
N 1.06 0.28 -1.04 -0.831
H -2.92 -0.33 -1.65 0.220
H -1.23 -1.07 -1.77 0.208
H -2.15 1.09 1.46 0.491
H 1.59 -0.57 2.21 0.237
H 2.55 0.62 1.29 0.209
H 2.55 -1.09 0.81 0.213
H 0.33 0.60 -1.66 0.411
H 2.02 0.46 -1.25 0.401
```